Record 1
{"formula": "C27H79N15O11", "method": "wB97M-V/def2-TZVPD", "multiplicity": 1, "smiles": "COC[C@H](C)N.COC[C@H](C)N.COC[C@H](C)N.COC[C@H](C)N.COCCNCCOC.NC(N)=O.NC(N)=O.NC(N)=O.NC(N)=O.NC(N)=O", "e_tot_ev": -74154.266, "charge": 0, "species": ["C", "O", "N", "N", "H", "H", "H", "H", "C", "O", "N", "N", "H", "H", "H", "H", "C", "O", "N", "N", "H", "H", "H", "H", "C", "O", "N", "N", "H", "H", "H", "H", "C", "O", "N", "N", "H", "H", "H", "H", "C", "O", "C", "C", "N", "C", "C", "O", "C", "H", "H", "H", "H", "H", "H", "H", "H", "H", "H", "H", "H", "H", "H", "H", "C", "C", "C", "O", "C", "N", "H", "H", "H", "H", "H", "H", "H", "H", "H", "H", "H", "C", "C", "C", "O", "C", "N", "H", "H", "H", "H", "H", "H", "H", "H", "H", "H", "H", "C", "C", "C", "O", "C", "N", "H", "H", "H", "H", "H", "H", "H", "H", "H", "H", "H", "C", "C", "C", "O", "C", "N", "H", "H", "H", "H", "H", "H", "H", "H", "H", "H", "H"], "coordinates": [[4.03855, 0.06410, 0.21052], [4.34559, -1.08158, 0.51032], [3.94826, 0.62103, -1.04982], [3.69885, 1.04126, 1.12921], [4.21805, 0.08945, -1.86033], [4.07107, 1.62591, -1.11246], [3.41475, 0.98911, 2.10451], [3.28039, 1.77559, 0.58102], [2.44109, 4.07980, -0.85997], [3.08312, 3.21049, -1.46157], [2.72439, 5.40812, -0.96266], [1.48657, 3.85203, 0.05801], [3.60349, 5.62439, -1.39822], [2.16254, 6.11147, -0.51957], [0.79802, 4.56474, 0.24360], [1.19931, 2.86671, 0.08799], [3.44435, -5.36203, 1.88742], [3.38204, -4.43826, 2.68641], [3.54589, -6.66354, 2.28321], [3.21938, -5.24020, 0.54423], [3.61936, -7.32302, 1.53034], [3.61494, -6.93060, 3.24640], [3.13259, -6.05887, -0.02313], [3.20062, -4.26565, 0.28775], [-2.90255, 0.62566, 2.59340], [-2.84273, 1.56589, 1.79623], [-2.09778, -0.47118, 2.62916], [-3.41622, 0.79433, 3.87826], [-2.19880, -1.17365, 3.33698], [-1.65562, -0.72164, 1.73450], [-4.12885, 1.50748, 3.90388], [-2.68693, 0.72632, 4.56418], [-1.92703, 4.98929, 1.02670], [-1.42378, 6.07817, 0.73475], [-1.34065, 3.90017, 1.53423], [-3.26014, 4.80806, 0.72883], [-1.90643, 3.05936, 1.47626], [-0.43299, 3.95842, 1.95661], [-3.69908, 3.96406, 1.05510], [-3.69576, 5.55805, 0.22827], [2.01845, 2.51118, -4.81341], [0.65677, 3.00533, -4.77934], [0.37455, 4.26797, -5.33641], [-0.98856, 4.76998, -4.80253], [-1.08318, 4.81962, -3.34280], [-0.26643, 5.84464, -2.71278], [-0.60748, 7.29906, -3.06787], [0.02904, 8.17974, -2.18096], [-0.81805, 8.76741, -1.18095], [2.51547, 2.80894, -5.74483], [1.97397, 1.42687, -4.79988], [2.75970, 2.91333, -4.11840], [0.10409, 4.17374, -6.39421], [1.19399, 4.93887, -5.07284], [-1.77709, 4.15689, -5.24181], [-1.15275, 5.77580, -5.19558], [-0.62945, 3.94296, -3.09511], [0.80956, 5.78695, -2.92136], [-0.39477, 5.71311, -1.63581], [-1.69051, 7.41092, -3.19886], [-0.28356, 7.43216, -4.10510], [-1.17163, 9.73142, -1.55529], [-0.19462, 8.91076, -0.30291], [-1.67669, 8.11673, -1.02272], [1.40333, -2.45798, 4.61245], [1.63374, -1.30693, 3.64520], [1.54739, 0.03134, 4.30162], [2.10050, 1.11882, 3.54814], [2.07932, 2.38731, 4.14503], [3.05620, -1.52838, 3.20726], [1.48374, -3.42402, 4.12238], [0.36483, -2.29561, 4.93022], [2.09260, -2.35375, 5.44710], [1.15526, -1.29358, 2.66239], [2.13031, 0.05418, 5.23192], [0.53311, 0.36320, 4.56573], [2.72208, 2.39396, 5.03257], [1.08653, 2.82151, 4.27944], [2.68769, 2.91178, 3.40227], [3.11700, -2.54077, 3.12231], [3.19142, -1.23680, 2.24428], [-4.41824, -3.65621, -3.22231], [-4.15475, -2.31998, -3.96342], [-3.98343, -1.09784, -3.01131], [-3.63359, -0.02181, -3.83215], [-3.40886, 1.20613, -3.17908], [-2.92628, -2.54489, -4.76532], [-3.71839, -3.97917, -2.45045], [-4.42217, -4.51404, -3.90103], [-5.45048, -3.76240, -2.87123], [-4.98526, -2.20125, -4.65892], [-3.19347, -1.34712, -2.29266], [-4.92802, -0.93560, -2.48132], [-4.37339, 1.47228, -2.73646], [-3.03358, 1.95399, -3.87364], [-2.64115, 1.05213, -2.41362], [-3.11301, -1.90795, -5.54219], [-2.20245, -1.96060, -4.34490], [0.27456, 1.29053, -1.88614], [-0.36886, 0.65732, -0.62486], [-0.23852, -0.85459, -0.66993], [-0.55846, -1.40232, 0.61456], [-0.45253, -2.79268, 0.68166], [0.38470, 1.20649, 0.51502], [1.34459, 1.07464, -1.87278], [0.19900, 2.37442, -1.84115], [-0.16354, 0.89910, -2.80509], [-1.43865, 0.83066, -0.49577], [0.76030, -1.21005, -0.95275], [-0.89489, -1.32152, -1.41395], [-0.59097, -2.99708, 1.74859], [0.50219, -3.19439, 0.33409], [-1.24478, -3.40553, 0.23585], [-0.10885, 1.15396, 1.39656], [1.25353, 0.68722, 0.59205], [-0.85626, -6.85857, 0.75223], [0.45345, -7.35587, 1.38205], [0.39456, -7.14516, 2.88280], [-0.73255, -7.70496, 3.51831], [-0.63827, -7.84962, 4.91117], [0.69694, -8.78330, 1.07242], [-1.68623, -7.50965, 1.02359], [-0.82046, -6.82385, -0.33643], [-0.98348, -5.85189, 1.14983], [1.31129, -6.84954, 0.95149], [0.37355, -6.06805, 3.09649], [1.27469, -7.59176, 3.35940], [-1.66995, -7.95086, 5.25474], [-0.30774, -6.98032, 5.48817], [-0.08332, -8.75578, 5.16356], [-0.17499, -9.27734, 1.25879], [1.23274, -9.15327, 1.85630]], "forces_ev_per_a": [[0.13, 0.17, 1.05], [-0.26, 0.07, -0.75], [0.39, -0.69, -0.20], [-0.12, 0.56, -1.00], [0.20, -0.17, 0.30], [-0.32, -0.22, -0.28], [0.19, -0.76, -0.28], [-0.19, 0.66, 0.80], [0.71, 1.15, 0.36], [-0.32, 0.47, 0.36], [0.70, -0.15, -0.83], [-0.35, -1.39, -0.10], [-0.21, 0.35, -0.12], [0.16, 0.08, 0.01], [-0.04, -0.02, 0.00], [-0.67, 0.35, 0.37], [-1.18, -0.43, 0.90], [0.37, -0.19, -0.43], [0.35, -0.08, -0.65], [0.44, 0.89, 1.15], [0.15, -0.56, 0.52], [0.15, 0.11, -0.05], [0.06, 0.41, -0.60], [-0.06, -0.29, -0.88], [2.57, 0.94, 2.60], [-1.07, -1.55, -0.87], [-0.19, 0.37, -2.26], [-1.61, -0.14, -0.76], [-0.37, -0.02, -0.03], [0.18, -0.17, 0.63], [0.49, 0.28, 0.64], [-0.38, 0.26, 0.44], [-1.24, 1.60, -1.35], [0.84, -0.55, 0.58], [0.01, -0.15, 0.13], [0.77, -0.49, 0.51], [0.74, -0.19, 0.54], [-0.02, -0.20, -0.07], [-0.52, 0.23, -0.31], [-0.31, -0.20, 0.04], [-0.11, 0.90, -1.39], [0.65, -0.86, 0.75], [-0.91, -0.03, 0.19], [0.71, 0.55, 0.33], [0.17, -0.57, -0.60], [0.23, 0.68, 0.50], [-0.56, -1.11, -0.85], [-0.07, 0.14, -0.13], [0.21, -0.23, -1.05], [-0.45, -0.23, -0.48], [-0.05, 0.01, 0.29], [-0.82, 0.02, 0.99], [1.13, 0.11, -0.37], [-0.06, 0.32, -0.51], [-0.03, -0.22, 0.30], [0.05, -0.02, -0.17], [-0.40, -0.14, 0.46], [0.08, -0.41, 0.01], [0.00, 0.13, 0.04], [-0.18, 0.28, 0.78], [0.57, 0.58, 0.15], [-0.04, 0.11, 0.13], [-0.29, -0.09, 0.19], [0.09, 0.00, 0.53], [-1.94, 1.18, -0.38], [3.00, -0.27, -1.61], [0.08, 1.87, 1.32], [-0.62, -1.35, -0.90], [1.56, -0.31, -0.76], [-0.26, -0.07, 0.29], [0.14, 0.00, 0.02], [0.06, -0.60, 0.61], [0.00, -0.15, -0.01], [-1.40, -0.26, 0.57], [-0.09, -0.55, 0.17], [-0.27, -0.49, -0.02], [-0.56, 0.02, 0.44], [0.00, -0.07, 0.14], [-0.52, 0.85, 0.18], [0.51, 0.17, 0.04], [0.19, 0.25, 0.10], [-1.04, -0.50, -0.24], [0.76, -1.50, 1.21], [-0.59, -1.10, -0.99], [0.34, 0.01, -0.87], [-0.24, -0.71, 0.60], [-0.35, 1.67, -0.53], [0.09, 0.62, 0.19], [0.47, 0.40, -0.56], [0.10, 0.57, 0.62], [-0.05, 0.39, 0.10], [0.08, 0.14, 0.16], [0.02, 0.22, 0.18], [0.28, 0.65, 0.24], [-0.25, -0.11, -0.17], [-0.13, 0.27, 0.23], [0.29, -0.49, -0.53], [0.27, -0.47, 0.38], [-0.59, -0.54, 0.49], [0.92, -0.12, -0.11], [0.01, -0.90, -0.19], [0.11, 0.30, -1.18], [-0.31, -0.91, 1.27], [-0.22, -0.05, -0.23], [0.01, -0.12, -0.03], [-0.27, -0.02, -0.14], [0.01, 0.16, -0.09], [0.07, 0.63, -0.06], [0.28, 0.36, 0.17], [-0.25, 0.26, -0.09], [0.50, -0.27, 0.02], [0.16, 0.27, 0.07], [-0.21, 0.61, -0.67], [0.00, -0.26, 0.02], [0.06, 0.01, 0.33], [0.76, -0.06, -0.03], [-0.87, -1.22, -0.13], [0.50, 0.73, 0.95], [-0.48, -0.06, -0.82], [-0.94, -0.12, 0.23], [-0.52, -0.33, 0.56], [-0.05, 0.17, 0.25], [0.17, 0.04, 0.01], [-0.50, 0.06, -0.17], [-0.17, 0.55, 0.34], [0.38, 0.10, 0.01], [0.25, 0.21, -0.14], [0.02, -0.42, -0.03], [0.63, 0.15, -0.47], [0.21, 0.13, 0.20], [-0.19, 0.05, -0.44], [0.52, 0.03, -0.26]], "mulliken_charge": [0.49, -0.66, -0.22, -0.23, 0.21, 0.25, 0.37, -0.05, 0.35, -0.73, -0.31, 0.01, 0.26, 0.14, 0.18, 0.15, 0.56, -0.66, -0.39, -0.37, 0.19, 0.22, 0.22, 0.20, 0.48, -0.69, 0.03, -0.58, 0.28, 0.17, 0.26, 0.21, 0.62, -0.70, -0.01, -0.37, 0.12, 0.21, 0.15, 0.20, -0.91, -0.13, -0.50, -1.05, -0.29, 1.17, -1.27, -0.41, -0.62, 0.47, 0.24, 0.26, 0.31, 0.46, 0.34, 0.44, 0.15, 0.11, -0.47, 0.50, 0.34, 0.28, 0.22, 0.27, -1.45, 2.93, -1.07, -0.25, -0.83, -0.77, 0.18, 0.42, 0.44, -1.42, 0.46, 0.16, 0.32, 0.26, 0.26, 0.48, -0.04, -1.46, 0.41, -0.31, -0.33, 0.28, -0.78, 0.21, 0.41, 0.38, 0.34, -0.06, 0.42, 0.40, -0.01, -0.38, 0.35, 0.26, -1.32, 0.88, -1.14, -0.23, -1.44, 0.38, 0.27, -0.56, 0.78, 0.44, 0.46, 0.34, 0.35, 0.49, 0.40, -0.09, -0.55, -1.31, 1.06, -0.50, -0.37, -0.80, -0.78, 0.33, 0.47, 0.12, -0.41, 0.13, 0.48, 0.29, 0.30, 0.30, 0.33, 0.28]}

=====

Record 2
{"formula": "C21H23N2", "method": "wB97M-V/def2-TZVPD", "multiplicity": 1, "e_tot_ev": -25122.978, "charge": 1, "species": ["C", "C", "C", "C", "C", "C", "C", "C", "C", "C", "C", "C", "C", "C", "H", "H", "H", "H", "H", "H", "H", "H", "H", "H", "H", "H", "H", "C", "N", "C", "C", "C", "C", "N", "C", "C", "H", "H", "H", "H", "H", "H", "H", "H", "H", "H"], "coordinates": [[0.88508, -3.11569, 4.81744], [0.34368, -2.03495, 3.92751], [-0.87533, -2.16996, 3.23108], [-1.34480, -1.13800, 2.44018], [-0.65952, 0.11485, 2.35301], [-1.28347, 1.23763, 1.71108], [-0.58191, 2.38451, 1.23548], [-1.32136, 3.55281, 0.87179], [-0.70067, 4.79488, 0.82501], [0.68627, 4.91109, 1.02304], [1.45402, 3.74323, 1.14785], [0.84724, 2.48647, 1.13534], [0.57635, 0.21315, 3.05535], [1.05005, -0.82963, 3.82975], [1.94690, -2.92851, 5.00728], [0.38822, -3.13277, 5.79574], [0.77441, -4.11368, 4.38041], [-1.43194, -3.11291, 3.30540], [-2.25604, -1.25796, 1.84770], [-2.37182, 1.36558, 1.90498], [-2.38527, 3.43902, 0.64461], [-1.29868, 5.68917, 0.64448], [1.15833, 5.89884, 1.03070], [2.53510, 3.83598, 1.25962], [1.47596, 1.58872, 1.07053], [1.16823, 1.12353, 3.01750], [1.99168, -0.73380, 4.38241], [-4.24697, 0.23506, -5.01402], [-4.83840, 0.25624, -3.69857], [-6.27511, 0.18250, -3.70051], [-4.10856, 0.40492, -2.55900], [-4.73240, 0.68563, -1.31807], [-3.94405, 0.78426, -0.17692], [-2.60056, 0.75542, -0.18384], [-2.00136, 0.54356, -1.36515], [-2.69204, 0.30233, -2.55316], [-3.17051, 0.42209, -4.98889], [-4.42399, -0.73492, -5.50117], [-4.71305, 0.98914, -5.66563], [-6.66160, -0.16085, -2.74109], [-6.73421, 1.15211, -3.92619], [-6.61605, -0.49882, -4.48399], [-5.80352, 0.84493, -1.21526], [-4.43099, 0.90288, 0.78944], [-0.90847, 0.57576, -1.37913], [-2.10248, 0.02843, -3.43130]], "forces_ev_per_a": [[0.18, -0.15, 0.05], [-0.25, 0.25, 0.16], [0.31, -0.11, -0.14], [-0.17, 0.67, 0.11], [0.39, -1.27, 0.45], [-1.00, 0.33, 0.04], [0.68, 1.01, -1.04], [0.27, -0.21, 0.67], [0.02, 0.03, -0.19], [-0.40, -0.51, 0.09], [-0.12, 0.09, -0.24], [-0.32, 0.05, 0.40], [-0.16, 0.19, -0.32], [-0.08, -0.34, -0.09], [-0.17, -0.16, -0.03], [-0.05, 0.09, -0.22], [-0.01, 0.20, 0.02], [0.25, 0.45, -0.12], [0.22, 0.01, 0.30], [1.20, -0.03, -0.10], [0.27, 0.16, 0.40], [0.19, -0.28, -0.05], [-0.17, -0.45, 0.03], [-0.28, -0.17, -0.27], [-0.38, 0.46, 0.29], [-0.38, -0.13, 0.22], [-0.40, 0.09, -0.29], [0.19, -0.20, -0.64], [0.48, -0.03, 0.36], [-0.59, 0.25, 0.05], [-0.15, 0.04, -0.41], [0.49, -0.03, 0.59], [0.00, -0.01, -0.52], [0.05, -0.35, -0.47], [-0.49, -0.12, -0.55], [0.46, 0.18, 0.72], [-0.38, 0.01, -0.03], [0.14, 0.12, 0.15], [0.10, -0.03, 0.28], [0.05, -0.10, -0.19], [0.06, 0.04, 0.09], [0.15, -0.09, 0.14], [0.33, -0.17, -0.09], [0.10, 0.13, -0.05], [-0.28, -0.15, 0.10], [-0.36, 0.24, 0.35]], "mulliken_charge": [-1.38, 1.08, -0.87, -0.21, 0.14, -0.10, 1.02, -0.46, -0.66, -0.32, -0.74, -0.47, -0.55, -0.99, 0.36, 0.30, 0.37, 0.38, 0.40, 0.35, 0.38, 0.40, 0.40, 0.40, 0.78, 0.62, 0.32, -0.99, 0.04, -1.12, 1.73, -0.70, -0.67, -0.12, -0.58, -0.89, 0.27, 0.34, 0.34, 0.33, 0.35, 0.34, 0.31, 0.45, 0.39, 0.24]}

=====

Record 3
{"formula": "C3H18NO6", "method": "wB97M-V/def2-TZVPD", "multiplicity": 1, "e_tot_ev": -17179.517, "charge": -1, "species": ["C", "C", "C", "O", "N", "H", "H", "H", "H", "H", "H", "H", "H", "H", "H", "O", "H", "H", "O", "H", "H", "O", "H", "H", "O", "H", "H", "O"], "coordinates": [[-0.17184, 1.79850, -1.22138], [-0.80342, 0.44297, -1.60123], [-2.17452, 0.23688, -0.97002], [-2.18285, -0.59822, 0.17018], [-0.24710, 2.02852, 0.20358], [-0.74359, 2.58796, -1.73910], [0.85979, 1.88913, -1.58506], [-0.65126, 0.27659, -2.68966], [-0.09740, -0.31657, -1.28970], [-2.77143, -0.29048, -1.74482], [-2.63691, 1.21578, -0.74072], [0.23189, 1.34985, 0.78309], [-1.15903, 2.21522, 0.58622], [-0.39692, -2.02334, 1.38021], [-1.17692, -0.80470, 0.43300], [0.06749, -1.21102, 1.12963], [2.13085, -0.35518, -1.22491], [3.11532, -0.12006, -0.20443], [2.77543, 0.33302, -0.99943], [2.17904, -1.25658, 1.88099], [1.88569, 0.27573, 1.75362], [2.56716, -0.38141, 1.91171], [-0.09236, -0.35264, 2.27470], [-0.92128, 0.92402, 2.79048], [-0.05318, 0.52105, 2.88681], [0.36850, -2.43932, -0.05975], [-0.38110, -2.91304, -1.26611], [0.47996, -3.03269, -0.84791]], "forces_ev_per_a": [[-0.89, -0.17, -0.12], [1.72, 0.44, -0.60], [-0.38, -1.08, -0.93], [1.18, 0.21, -0.14], [0.90, 0.86, 0.21], [0.11, -0.04, 0.22], [-0.18, -0.18, 0.27], [-1.11, 0.40, 0.11], [-0.05, -0.40, 0.84], [-0.25, 0.52, 0.28], [0.04, -0.27, -0.17], [-0.22, -0.01, -0.17], [-0.11, -0.22, -0.23], [0.07, 0.14, 0.44], [-1.31, 0.47, 0.09], [-0.21, -1.39, -0.22], [-0.20, 0.35, -0.42], [0.16, 0.71, 0.20], [-0.01, -1.08, 0.33], [-0.78, 0.26, -0.17], [-0.48, -0.36, 0.23], [1.68, 0.17, -0.01], [0.15, 1.36, 0.48], [0.02, -0.07, -0.01], [-0.14, -0.72, -0.12], [0.57, 0.10, -0.43], [0.11, -0.13, -0.17], [-0.39, 0.13, 0.20]], "mulliken_charge": [-0.74, 0.19, -0.56, -0.58, -0.56, 0.36, 0.38, 0.36, -0.28, 0.26, 0.28, 0.22, 0.30, 0.22, 0.46, -1.09, 0.30, 0.36, -0.67, 0.34, 0.31, -0.75, 0.37, 0.27, -0.75, 0.41, 0.30, -0.71]}

=====

Record 4
{"formula": "C5H12NS2", "method": "wB97M-V/def2-TZVPD", "multiplicity": 1, "smiles": "CC1([NH3+])SCCCS1", "e_tot_ev": -28532.153, "charge": 1, "species": ["C", "C", "C", "C", "C", "N", "S", "S", "H", "H", "H", "H", "H", "H", "H", "H", "H", "H", "H", "H"], "coordinates": [[-1.28434, 1.67631, 0.33328], [-1.29120, 1.00966, -1.07573], [0.10943, 1.71108, 0.94697], [0.25462, -1.09628, 0.38069], [1.39795, -0.83655, -0.69863], [0.15332, -2.48500, 0.90132], [-1.29481, -0.76780, -0.69717], [0.27972, 0.08621, 1.73784], [-1.56801, 2.69878, 0.22495], [-1.93801, 1.16430, 0.98567], [-2.36006, 1.07918, -1.46277], [-0.64260, 1.28774, -1.91630], [0.73895, 2.14687, 0.21191], [0.14982, 2.40237, 1.83475], [1.64426, 0.27125, -0.81319], [1.23112, -1.25094, -1.69296], [2.37948, -1.20723, -0.45763], [0.98830, -2.84112, 1.49291], [-0.05189, -3.21408, 0.24307], [-0.58313, -2.41584, 1.68766]], "forces_ev_per_a": [[1.49, 1.37, -1.83], [-2.02, -0.65, 1.10], [-2.02, 0.06, 1.36], [0.51, 2.51, -3.90], [0.75, 0.74, 0.59], [0.38, 0.39, 4.10], [-0.02, -1.74, 0.13], [1.63, -0.58, 0.89], [-0.58, 0.85, -0.14], [-0.99, -0.39, 0.43], [1.27, 0.00, 0.31], [0.24, 0.17, 0.76], [1.52, -0.45, -0.46], [-0.13, -0.78, -0.72], [-0.97, -1.36, 0.23], [-0.67, 0.05, 0.18], [0.43, -0.49, 0.85], [-0.92, 1.07, -1.44], [-0.51, -0.29, -0.79], [0.61, -0.49, -1.65]], "mulliken_charge": [-0.89, -0.55, -0.58, 0.19, -1.29, -0.29, -0.12, -0.11, 0.43, 0.46, 0.34, 0.41, 0.39, 0.36, 0.30, 0.36, 0.42, 0.40, 0.34, 0.42]}